[1]
Molecular formula: C27H37N2OPReSSi
Method: DFT, wB97M-V/def2-TZVPD

Element x y z (Å)
Re -0.093 0.315 0.277
C 2.347 0.804 -3.922
Si 1.634 1.295 -2.301
C 0.248 2.488 -2.593
C 2.907 2.109 -1.242
N 0.947 -0.106 -1.330
C 1.113 -1.491 -1.633
C 2.087 -1.994 -2.497
C 2.189 -3.354 -2.738
C 1.335 -4.247 -2.104
C 0.383 -3.776 -1.211
C 0.304 -2.420 -1.003
O -0.580 -1.837 -0.066
C -1.616 -2.624 0.524
C -2.645 -3.077 -0.274
C -3.666 -3.800 0.327
C -3.642 -4.046 1.695
C -2.586 -3.585 2.468
C -1.551 -2.868 1.875
H 2.458 1.745 -4.474
H 1.703 0.150 -4.513
H 3.338 0.355 -3.844
H 0.677 3.468 -2.832
H -0.387 2.619 -1.717
H -0.369 2.196 -3.443
H 3.299 2.997 -1.748
H 3.753 1.443 -1.046
H 2.486 2.435 -0.289
H 2.779 -1.319 -2.973
H 2.949 -3.718 -3.417
H 1.415 -5.310 -2.288
H -0.274 -4.455 -0.684
H -2.648 -2.892 -1.341
H -4.483 -4.171 -0.278
H -4.443 -4.610 2.154
H -2.557 -3.793 3.529
H -0.694 -2.534 2.448
C 1.116 -0.489 3.509
P 1.750 -0.156 1.844
C 2.712 -1.604 1.370
C 2.940 1.172 2.143
H 1.951 -0.791 4.143
H 0.363 -1.275 3.523
H 0.681 0.425 3.916
H 3.497 -1.776 2.108
H 3.164 -1.440 0.391
H 2.073 -2.487 1.313
H 3.517 0.905 3.030
H 2.415 2.110 2.325
H 3.616 1.295 1.301
C -2.384 -0.132 -2.439
S -2.437 0.391 -0.718
C -3.124 2.051 -0.833
H -1.945 0.650 -3.048
H -3.400 -0.346 -2.762
H -1.777 -1.034 -2.501
H -4.153 1.952 -1.172
H -2.553 2.667 -1.521
H -3.111 2.482 0.166
N -2.344 6.069 4.162
C -1.919 5.233 3.499
C -1.385 4.179 2.669
C -1.719 2.852 2.948
C -1.196 1.852 2.147
C -0.349 2.159 1.068
C -0.031 3.488 0.795
C -0.546 4.493 1.600
H -2.372 2.622 3.779
H -1.475 0.813 2.378
H 0.613 3.749 -0.034
H -0.305 5.530 1.403

Forces on the atoms, in the same order (eV/Å):
-0.43 -0.29 -0.18
0.05 -0.07 -0.27
-0.07 -0.17 0.17
-0.20 0.12 -0.02
0.23 0.02 0.16
-0.08 -0.05 0.10
0.34 0.59 -0.14
0.10 0.04 -0.04
-0.05 0.00 0.07
0.03 -0.03 -0.03
-0.02 -0.15 0.03
-0.37 -0.05 0.35
0.09 -0.11 0.06
0.17 0.15 -0.22
-0.13 -0.07 -0.02
-0.01 0.00 -0.02
0.04 0.02 0.01
0.03 0.01 -0.03
-0.01 -0.05 0.13
0.02 -0.07 -0.03
0.04 0.03 0.00
-0.01 0.08 -0.08
-0.03 -0.07 0.01
-0.07 0.04 -0.04
-0.04 0.00 0.00
-0.02 -0.07 0.02
-0.03 0.07 0.02
0.06 0.03 0.02
-0.03 -0.09 0.03
-0.01 0.01 0.01
0.00 0.03 0.00
0.02 0.01 -0.02
0.00 0.01 0.01
0.01 0.00 0.02
0.02 0.01 0.00
0.00 0.00 -0.01
-0.08 -0.05 -0.04
-0.03 0.01 0.05
-0.05 0.03 0.02
0.07 -0.07 -0.01
-0.01 0.02 -0.02
-0.02 0.00 0.02
0.06 0.06 0.01
0.01 -0.02 0.01
0.00 -0.03 -0.02
0.01 -0.02 0.02
0.02 0.00 0.00
0.04 0.03 0.00
0.02 -0.02 0.01
-0.01 -0.02 0.00
-0.05 -0.01 -0.02
0.10 0.03 0.15
-0.04 -0.02 -0.02
0.04 0.04 -0.06
0.02 0.00 -0.02
0.00 0.02 0.00
-0.01 0.03 0.00
0.03 0.03 -0.03
0.00 -0.01 -0.01
0.02 -0.06 -0.04
0.08 -0.13 -0.11
-0.11 0.16 0.16
-0.02 -0.07 0.04
0.03 0.06 -0.01
0.26 -0.08 -0.27
-0.07 0.07 0.19
0.06 0.04 -0.07
0.01 0.00 -0.01
0.02 0.02 -0.01
0.00 0.00 0.02
-0.01 -0.02 0.01

Values from the calculation:
**Max |F|**: 0.700 eV Å⁻¹
**Net charge**: +2
**Frontier orbital gap (alpha / beta)**: 7.33 / 6.59 eV
**Total energy**: -2342.58820 hartree
**2S+1**: 4

[2]
Molecular formula: C27H37N7O5PPd
Method: DFT, wB97M-V/def2-TZVPD

Element x y z (Å)
Pd -0.162 0.417 0.790
C -0.436 -1.616 4.421
P -1.633 -0.572 3.560
C -3.243 -1.280 3.947
C -1.613 1.081 4.291
O -1.454 -0.568 2.055
H -0.406 -1.372 5.482
H 0.562 -1.494 4.004
H -0.729 -2.660 4.304
H -3.387 -1.326 5.027
H -3.308 -2.285 3.533
H -4.025 -0.663 3.507
H -1.175 1.062 5.288
H -2.632 1.462 4.359
H -1.025 1.741 3.660
C -4.150 -1.149 -2.923
N -3.455 -0.388 -1.911
C -3.758 0.982 -1.543
C -2.612 1.304 -0.584
O -2.424 2.359 -0.027
N -1.826 0.182 -0.481
C -2.324 -0.748 -1.286
N -1.735 -1.929 -1.462
H -5.150 -0.739 -3.041
H -4.262 -2.190 -2.617
H -3.638 -1.108 -3.888
H -4.721 1.070 -1.037
H -3.741 1.656 -2.401
H -0.941 -2.144 -0.885
H -2.171 -2.666 -1.985
N 0.984 0.863 2.388
C 1.919 0.211 2.699
N 2.872 -0.483 3.157
C 4.040 -0.584 2.555
N 5.074 -0.740 2.061
C 4.318 4.112 2.358
O 4.788 3.056 1.534
C 5.949 3.237 0.874
C 6.781 4.337 1.023
C 7.978 4.403 0.324
C 8.371 3.383 -0.523
C 7.541 2.285 -0.692
C 6.334 2.219 -0.022
N 5.508 1.061 -0.167
C 4.227 1.014 -0.427
C 3.369 2.035 -0.882
C 3.800 3.245 -1.477
C 2.917 4.258 -1.720
C 1.573 4.105 -1.323
C 1.108 2.940 -0.778
C 1.975 1.830 -0.602
O 1.568 0.676 -0.194
H 3.344 3.793 2.720
H 4.207 5.034 1.782
H 4.988 4.279 3.204
H 6.511 5.137 1.697
H 8.615 5.267 0.458
H 9.313 3.437 -1.048
H 7.818 1.477 -1.357
H 5.892 0.209 0.235
H 3.775 0.051 -0.220
H 4.838 3.354 -1.761
H 3.244 5.173 -2.195
H 0.883 4.930 -1.461
H 0.070 2.842 -0.477
C 0.308 1.603 -4.510
C 1.606 0.897 -4.110
C 1.085 -0.199 -3.192
O 0.038 0.417 -2.454
C -0.600 1.385 -3.290
H -0.120 1.134 -5.397
H 0.452 2.659 -4.728
H 2.258 1.571 -3.549
H 2.159 0.511 -4.964
H 1.816 -0.564 -2.470
H 0.694 -1.047 -3.772
H -0.731 2.295 -2.702
H -1.592 1.020 -3.589

Forces on the atoms, in the same order (eV/Å):
-0.38 -0.99 1.17
-0.03 0.05 -0.18
-0.07 0.12 0.54
0.12 0.06 -0.08
-0.02 -0.15 -0.06
-0.31 0.15 -0.21
-0.05 -0.01 0.03
-0.01 0.06 0.02
-0.01 0.00 -0.01
0.01 0.00 0.02
0.02 -0.02 0.00
0.01 0.02 0.00
-0.02 -0.02 0.01
0.00 0.00 -0.04
0.06 0.01 -0.03
-0.02 -0.04 -0.05
0.12 -0.04 0.14
-0.01 0.05 0.05
-0.21 0.18 -0.09
-0.02 -0.09 -0.05
0.66 0.46 -0.06
0.09 -0.17 -0.19
-0.09 -0.05 0.12
0.01 0.00 0.00
0.00 0.00 0.00
-0.01 0.00 0.01
0.01 0.00 -0.01
0.02 0.00 0.02
0.05 0.02 -0.05
0.01 0.02 -0.03
0.26 -0.14 -0.06
0.29 0.18 -0.05
-0.36 -0.11 0.17
0.28 0.02 -0.18
-0.11 0.00 0.02
-0.03 0.03 0.02
-0.05 -0.09 -0.05
0.13 -0.22 -0.16
-0.05 0.00 0.03
0.06 0.07 0.00
0.06 -0.04 -0.04
-0.10 0.05 0.00
0.00 0.25 0.09
-0.12 -0.04 0.06
0.18 -0.07 -0.10
-0.18 0.00 0.08
-0.03 0.10 0.01
0.11 -0.03 -0.03
-0.07 -0.05 0.02
0.04 -0.02 0.02
0.09 0.10 -0.23
-0.28 0.33 -0.20
0.01 0.00 0.01
0.00 -0.01 0.01
-0.01 0.00 -0.02
0.00 0.00 -0.01
0.01 0.00 0.00
0.00 0.00 -0.01
0.00 -0.02 -0.01
-0.11 0.00 0.10
0.01 0.01 0.02
0.03 0.02 0.03
0.01 0.00 0.00
0.00 0.01 0.00
0.02 -0.04 -0.02
0.00 0.00 0.01
-0.01 -0.06 0.02
0.10 0.07 -0.02
-0.07 0.04 -0.45
-0.05 0.00 -0.04
0.00 0.00 0.00
0.00 0.01 0.00
-0.01 0.01 0.01
0.02 0.00 0.00
-0.01 -0.01 -0.03
0.03 0.01 0.01
-0.02 -0.01 0.00
0.04 0.00 -0.02

Values from the calculation:
**Max |F|**: 1.576 eV Å⁻¹
**Net charge**: +1
**Frontier orbital gap**: 7.57 eV
**Total energy**: -2279.63250 hartree

[3]
Molecular formula: C27H38N5O3P3ReS
Method: DFT, wB97M-V/def2-TZVPD

Element x y z (Å)
Re -0.957 0.526 0.661
C 0.057 -2.318 -4.562
C 0.736 -1.213 -4.067
C 0.124 -0.378 -3.151
C -1.180 -0.643 -2.739
C -1.857 -1.758 -3.224
C -1.233 -2.595 -4.133
P -1.965 0.502 -1.591
C -2.570 1.940 -2.514
C -3.581 2.708 -1.934
C -4.139 3.752 -2.646
C -3.687 4.041 -3.926
C -2.673 3.287 -4.495
C -2.105 2.237 -3.793
C -3.365 -0.294 -0.744
C -4.578 -0.837 -1.114
C -5.374 -1.377 -0.109
C -4.972 -1.347 1.219
C -3.770 -0.757 1.589
C -2.931 -0.243 0.606
H 0.531 -2.964 -5.285
H 1.739 -1.000 -4.405
H 0.632 0.489 -2.752
H -2.863 -1.967 -2.895
H -1.750 -3.465 -4.510
H -3.938 2.476 -0.941
H -4.934 4.331 -2.209
H -4.126 4.858 -4.476
H -2.329 3.509 -5.494
H -1.322 1.647 -4.248
H -4.909 -0.830 -2.140
H -6.323 -1.818 -0.367
H -5.608 -1.785 1.973
H -3.488 -0.698 2.630
C -0.292 -2.832 0.470
N 0.860 -1.962 0.713
C 2.078 -2.621 0.246
P 0.931 -1.235 2.241
O -0.289 -0.420 2.475
O 2.259 -0.351 2.101
P 2.396 1.008 1.193
O 1.117 1.265 0.475
N 3.573 0.604 0.125
C 3.485 0.982 -1.275
C 4.925 0.366 0.605
N 2.914 2.065 2.364
C 2.330 2.093 3.694
C 3.405 3.356 1.914
N 1.262 -2.149 3.560
C 0.208 -2.524 4.485
C 2.533 -2.817 3.757
H -0.166 -3.812 0.941
H -0.378 -2.977 -0.609
H -1.214 -2.377 0.840
H 2.231 -3.575 0.756
H 2.943 -1.983 0.407
H 1.970 -2.818 -0.821
H 2.472 1.311 -1.495
H 3.724 0.116 -1.898
H 4.182 1.788 -1.517
H 4.886 0.046 1.646
H 5.536 1.269 0.529
H 5.388 -0.414 -0.003
H 1.903 1.121 3.937
H 1.549 2.855 3.761
H 3.110 2.334 4.420
H 3.733 3.285 0.878
H 4.249 3.665 2.536
H 2.618 4.112 1.989
H -0.659 -1.890 4.309
H 0.551 -2.369 5.510
H -0.072 -3.574 4.368
H 2.432 -3.896 3.623
H 2.875 -2.632 4.778
H 3.271 -2.426 3.061
S -1.939 2.669 1.050
C -0.560 3.404 1.620
N 0.378 3.926 2.031

Forces on the atoms, in the same order (eV/Å):
-0.77 3.07 -0.11
-0.02 0.01 0.05
0.12 0.03 -0.04
-0.14 -0.06 0.09
0.06 0.18 0.18
-0.01 0.09 0.06
0.04 -0.06 -0.03
-0.92 -0.61 0.44
0.25 -0.04 0.17
0.12 -0.11 -0.08
0.00 -0.01 0.02
0.07 -0.05 0.05
0.00 0.05 -0.07
0.02 -0.15 0.16
0.87 0.47 0.47
-0.04 -0.05 0.08
0.02 -0.01 -0.18
0.01 0.12 0.02
0.20 -0.11 0.05
0.61 -0.23 -0.28
0.05 -0.04 -0.04
0.11 0.01 -0.04
0.18 0.09 -0.04
-0.11 -0.07 0.02
-0.06 -0.03 -0.04
-0.15 -0.02 0.04
-0.11 0.11 0.07
-0.05 0.07 -0.08
0.04 0.02 -0.05
0.00 -0.04 -0.03
-0.08 -0.02 -0.16
-0.13 -0.06 -0.03
-0.09 0.03 0.09
0.01 -0.10 0.14
-0.42 -0.26 -0.03
-0.61 0.80 1.07
0.47 0.07 -0.25
2.73 -1.67 0.45
-2.05 0.74 -0.81
-0.69 0.12 -0.15
2.19 -0.05 1.50
-1.52 -0.28 -0.48
-0.69 0.81 0.46
-0.22 -0.04 -0.35
0.25 -0.09 0.21
-0.52 -1.24 -1.41
-0.25 -0.04 0.46
0.24 0.59 -0.08
-0.55 0.72 -1.17
-0.46 -0.10 0.28
0.37 -0.18 0.02
-0.01 0.02 0.01
-0.10 0.02 0.06
0.00 -0.09 -0.04
-0.04 -0.03 0.01
0.03 -0.01 -0.09
0.04 0.04 0.01
0.09 0.00 -0.11
0.00 0.06 -0.01
0.00 0.01 0.04
0.17 -0.03 -0.04
0.00 -0.03 0.05
-0.05 0.01 0.09
0.08 0.09 0.14
0.11 -0.10 0.02
-0.02 -0.10 -0.06
0.11 0.10 -0.07
-0.01 -0.11 -0.09
0.25 -0.13 -0.08
-0.06 -0.13 0.15
0.00 0.02 -0.07
0.01 0.06 0.00
0.03 0.03 -0.04
0.04 0.03 -0.07
0.10 -0.08 0.06
0.47 -2.69 -0.98
0.38 0.41 0.51
0.01 0.23 0.01

Values from the calculation:
**Max |F|**: 3.230 eV Å⁻¹
**Net charge**: +2
**Frontier orbital gap (alpha / beta)**: 5.79 / 6.31 eV
**Total energy**: -3051.28699 hartree
**2S+1**: 2